(1)
ORCA calculation (ωB97M-V/def2-TZVPD) on C11H16ClErIN2OP as an isolated structure.

Structure (XYZ):
```
34
Properties=species:S:1:pos:R:3:forces:R:3
C 0.007 -4.555 -2.856 -0.3183 -0.2797 -0.1153
I 0.724 -2.857 -1.623 0.3268 -1.1049 -0.7619
H -1.082 -4.597 -2.753 0.3726 0.1271 0.0587
H 0.500 -5.452 -2.463 -0.0862 0.5060 0.1278
H 0.321 -4.357 -3.886 -0.0167 0.2674 0.4322
Er -0.624 -0.729 -0.107 -0.9101 0.1046 0.2177
P -0.034 1.290 -1.835 -1.2571 1.3605 -1.5892
C 1.407 1.761 -2.831 0.4004 -0.3133 0.3236
C -1.197 0.782 -3.169 0.0644 -0.1948 0.3299
H -1.650 2.840 -0.904 0.1268 0.1461 -0.1754
H -0.838 3.459 -2.392 -0.0111 0.0485 0.3136
H 0.017 3.478 -0.804 -0.1873 0.0442 -0.1752
C -0.698 2.940 -1.437 -0.0386 -0.1576 0.4564
H -2.195 0.610 -2.752 0.1297 0.1259 -0.1898
H -1.205 1.616 -3.878 -0.1700 -0.2740 -0.0744
H 1.038 2.430 -3.621 0.2216 -0.1840 0.1973
H 1.877 0.873 -3.264 0.0079 0.2092 -0.0964
H -0.848 -0.136 -3.653 -0.0607 0.1955 -0.0758
H 2.137 2.278 -2.198 -0.0498 -0.0015 -0.2640
C 1.839 -0.114 -0.448 5.2152 -0.4031 0.0974
O 2.978 0.013 -0.611 -4.3848 -0.1161 0.4689
Cl -3.026 -0.317 -0.085 0.6758 -0.0702 -0.0329
N -0.031 0.136 7.401 0.0945 -0.1807 -2.5986
C 0.008 0.054 6.235 -0.0732 0.1542 2.2921
C 0.050 -0.049 4.798 0.0002 0.2277 -0.0008
C 0.027 -1.297 4.182 0.0434 -0.8001 -0.2931
C 0.030 -1.366 2.796 -0.2909 1.2109 -0.0037
N 0.013 -0.234 2.025 0.3788 -0.1723 1.0445
C 0.102 0.985 2.631 -0.3543 -0.9788 0.0687
C 0.107 1.104 4.009 0.1013 0.4073 0.0106
H -0.008 -2.219 4.768 0.0566 0.3904 -0.1725
H -0.003 -2.327 2.269 0.0071 0.2234 0.2569
H 0.119 1.859 1.985 -0.0224 -0.1164 0.0979
H 0.140 2.094 4.472 0.0085 -0.4015 -0.1751
```
Positions in Å, forces in eV/Å.

Computed properties:
expectation value of S² = 3.75
LUMO energy (alpha / beta) = -8.09 / -8.06 eV
multiplicity = 4
net charge = +2
calculated total energy = -74212.9023 eV
gap between HOMO and LUMO (alpha / beta) = 8.619 / 8.647 eV


(2)
ORCA calculation (ωB97M-V/def2-TZVPD) on C11H16EuO8P as an isolated structure.

Structure (XYZ):
```
37
Properties=species:S:1:pos:R:3:forces:R:3
O 1.370 0.523 -3.325 -0.6450 0.5007 4.1374
C 1.202 0.660 -2.192 1.5070 -0.8268 -6.6211
Eu 1.072 1.287 0.078 1.5459 1.5903 2.4059
O -1.958 1.681 -2.119 3.3234 0.4150 2.7105
C -1.063 1.759 -1.399 -3.8280 -0.0181 -3.1726
C -1.143 0.096 0.613 -3.6988 -2.4494 1.0586
O -2.137 -0.457 0.785 3.2078 1.7962 -0.5934
C 1.293 -2.183 -0.527 0.9321 0.8739 1.4371
O 1.792 -1.355 0.207 -0.6415 0.6946 -0.2973
C 0.356 -2.204 -1.564 -0.0263 -0.2756 -0.4008
O -0.263 -1.149 -1.878 0.0605 -0.4545 0.5658
H 0.275 -3.213 -1.955 -0.8238 0.2309 -0.7825
C 1.127 -1.720 4.713 0.4410 -0.0915 -0.0465
C -0.241 -1.419 4.177 0.2099 -0.9977 0.0877
O -0.759 -0.129 4.666 -0.8914 3.1989 -1.7121
P -0.700 1.293 3.914 3.1117 -2.5753 1.3619
O 0.897 1.529 3.645 -3.6150 0.1453 0.0190
C 1.881 1.557 4.745 1.4001 -0.1981 0.2742
C 1.286 1.786 6.106 -0.2797 -0.1738 0.1686
O 1.746 3.243 0.667 -1.2062 -2.3138 -0.6902
C 1.350 4.563 0.960 0.4702 0.4620 0.0907
C -0.156 4.759 1.089 0.2583 -0.1128 -0.1424
H 1.913 -1.294 4.081 -0.1022 -0.0777 0.1835
H 1.264 -2.806 4.707 0.0149 0.1350 0.0178
H 1.248 -1.375 5.745 -0.0760 -0.1326 -0.1559
H -0.255 -1.417 3.080 -0.1036 0.0859 0.2392
H -0.976 -2.140 4.540 0.0094 0.2309 -0.0739
H 2.433 0.616 4.699 -0.1176 0.2109 -0.0230
H 2.560 2.366 4.470 -0.1815 -0.0676 -0.1127
H 0.696 0.928 6.453 0.1705 0.2664 0.0133
H 2.114 1.927 6.809 -0.1631 -0.0034 -0.0914
H 0.673 2.695 6.130 0.0669 -0.0303 0.0274
H 1.840 4.850 1.905 -0.1279 0.0780 -0.2709
H 1.747 5.212 0.163 -0.1602 -0.0530 0.3311
H -0.574 4.137 1.890 0.0213 0.0195 0.0452
H -0.361 5.806 1.329 -0.1006 -0.1396 -0.0164
H -0.673 4.518 0.154 0.0376 0.0569 0.0280
```
Positions in Å, forces in eV/Å.

Computed properties:
expectation value of S² = 12.05
LUMO energy (alpha / beta) = -9.94 / -9.93 eV
multiplicity = 7
net charge = +2
energy above the lowest of the compared OMol25 structures with the same formula, charge and spin = 37.4 kcal/mol
calculated total energy = -56640.5129 eV
gap between HOMO and LUMO (alpha / beta) = 3.552 / 5.867 eV


(3)
ORCA calculation (ωB97M-V/def2-TZVPD) on C11H16MgN2O5 as an isolated structure.

Structure (XYZ):
```
35
Properties=species:S:1:pos:R:3:forces:R:3
Mg 0.177 -0.789 -0.265 0.0147 -0.0183 -0.0584
O 4.769 -0.953 3.373 -0.0047 0.1539 -0.0061
C 3.826 -0.965 2.633 -0.0826 -0.4914 -0.0203
C 2.345 -0.934 3.039 0.0548 0.3025 -0.1446
O 1.913 -0.771 4.157 -0.0103 -0.0939 0.0248
C 1.599 -1.051 1.781 0.0342 -0.0901 -0.0251
C 2.462 -1.147 0.685 -0.0565 -0.0862 -0.0233
O 2.019 -1.220 -0.548 0.1107 -0.0002 0.0628
C 3.869 -1.084 1.102 -0.1006 0.3434 0.1321
O 4.858 -1.045 0.411 0.0252 -0.1196 -0.0265
O 0.292 -1.024 1.632 0.1805 0.0402 0.1525
C -2.374 -1.773 -1.794 0.0118 0.0160 0.0472
N -1.915 -0.841 -0.751 -0.0827 0.1432 -0.0480
C -2.589 -1.172 0.526 0.0724 0.0015 -0.0575
C -2.228 0.558 -1.148 -0.0417 -0.1313 -0.0106
C -1.361 1.572 -0.416 0.0791 -0.0469 -0.0146
N 0.072 1.308 -0.643 -0.1973 0.1347 0.0285
C 0.494 1.688 -1.997 0.0507 -0.0474 0.0193
C 0.891 2.030 0.351 -0.0373 -0.0764 -0.0792
H -3.454 -1.683 -1.952 -0.0078 0.0025 -0.0045
H -2.154 -2.795 -1.489 0.0055 -0.0105 -0.0151
H -1.862 -1.564 -2.733 0.0032 -0.0137 -0.0107
H -3.674 -1.095 0.401 -0.0207 -0.0013 0.0414
H -2.252 -0.510 1.320 -0.0096 0.0047 0.0005
H -2.326 -2.186 0.821 -0.0113 -0.0090 0.0091
H -3.285 0.772 -0.959 -0.0188 -0.0104 -0.0061
H -2.075 0.633 -2.226 0.0073 0.0418 0.0403
H -1.531 1.511 0.660 -0.0441 -0.0170 0.0028
H -1.634 2.585 -0.731 0.0037 0.0208 -0.0237
H 0.362 2.762 -2.163 0.0025 0.0133 -0.0049
H -0.077 1.145 -2.752 0.0267 0.0197 0.0127
H 1.545 1.430 -2.116 0.0040 0.0061 -0.0396
H 0.729 3.110 0.271 0.0182 0.0157 0.0087
H 1.941 1.809 0.169 0.0118 -0.0003 0.0223
H 0.629 1.691 1.352 0.0088 0.0036 0.0138
```
Positions in Å, forces in eV/Å.

Computed properties:
LUMO energy = -0.25 eV
net charge = 0
calculated total energy = -30330.5472 eV
gap between HOMO and LUMO = 7.200 eV


(4)
ORCA calculation (ωB97M-V/def2-TZVPD) on C11H16N2 in the gas phase.

Structure (XYZ):
```
29
Properties=species:S:1:pos:R:3:forces:R:3
C -3.996 -0.031 -1.256 -2.8022 0.8102 -1.2367
C -2.796 -0.109 -0.401 1.3712 0.9746 2.5526
C -2.917 0.029 1.041 0.7451 -0.7931 0.7878
N -1.818 -0.017 1.858 -0.7391 1.4495 -1.0080
C -0.596 0.133 1.326 0.7840 0.5112 0.3809
C -0.321 0.042 -0.036 -2.6138 0.0600 -0.3043
C 1.062 -0.102 -0.540 0.8708 0.9089 -0.8852
C 1.488 -1.502 -0.275 -0.7018 -3.5820 1.2705
C 2.927 -1.455 0.138 1.2190 -0.4940 -1.8887
C 3.319 -0.013 -0.118 1.5586 0.8159 0.9949
N 2.107 0.777 0.108 -1.3125 -0.4750 -0.3795
C 2.002 2.206 -0.301 -2.1825 -1.1990 0.6846
C -1.463 -0.154 -0.858 0.3333 -0.1193 -0.6956
H -4.609 -1.000 -1.183 0.6244 1.5148 0.0134
H -3.854 0.145 -2.384 0.3124 -0.3094 1.7531
H -4.672 0.905 -0.910 1.3552 -2.3356 -0.6663
H -3.875 0.147 1.706 1.5038 -0.4550 -2.0136
H 0.277 0.448 1.976 -1.2361 -0.9173 -0.3578
H 1.173 -0.095 -1.653 -0.6098 1.0392 0.3677
H 0.890 -1.981 0.585 0.6251 0.5986 -1.4937
H 1.442 -2.197 -1.176 -0.5867 1.0539 1.0617
H 3.489 -2.232 -0.497 -0.2771 1.3577 1.2565
H 3.100 -1.595 1.173 -0.0542 -0.7378 1.0124
H 3.672 0.140 -1.130 0.4338 0.0645 -0.4850
H 4.151 0.185 0.633 -0.9021 0.5346 -1.1179
H 0.918 2.559 -0.171 1.5781 -0.5630 0.1993
H 2.669 2.862 0.177 0.7293 0.5037 1.6986
H 2.239 2.471 -1.288 0.2258 -0.5490 -2.2473
H -1.279 -0.344 -1.940 -0.2519 0.3321 0.7455
```
Positions in Å, forces in eV/Å.

Computed properties:
LUMO energy = 0.88 eV
net charge = 0
energy above the lowest of the compared OMol25 structures with the same formula, charge and spin = 55.9 kcal/mol
calculated total energy = -14644.6303 eV
gap between HOMO and LUMO = 9.582 eV
structure (SMILES) = Cc1cncc([C@@H]2CCCN2C)c1